{"formula": "C6H24O8V", "method": "the ωB97M-V functional and the def2-TZVPD basis", "elements": ["H", "V", "O", "H", "H", "H", "H", "O", "H", "H", "H", "H", "O", "H", "O", "H", "H", "C", "O", "H", "C", "H", "C", "O", "H", "C", "C", "H", "H", "H", "H", "H", "C", "H", "H", "O", "H", "H", "O"], "xyz": [[-4.88274, -2.26655, -5.42389], [-1.15073, 0.81974, 1.67924], [-0.54743, 1.92628, 0.68422], [-2.15643, -3.50338, -2.32238], [1.44657, 1.54185, 4.88443], [-5.28206, -3.32834, -4.17414], [-4.23432, 2.76103, 3.45348], [-1.87413, -1.11499, 4.52011], [4.69914, 0.90671, 1.97677], [2.17095, -0.98025, 0.76524], [4.63758, 4.29232, 1.60995], [-1.27581, -1.35484, 5.22772], [-2.17115, -0.15214, 0.74909], [3.18719, 3.38621, 1.34359], [1.30973, -1.27210, 1.06417], [-3.92001, -3.51821, -2.08243], [1.19358, 2.67724, 3.91553], [-3.11338, -3.77027, -2.77085], [4.41278, 1.04733, 1.07133], [5.44457, 1.65307, -1.30936], [-4.48267, -3.12678, -4.88720], [3.80208, 2.15113, -1.01222], [-3.22693, -2.93252, -4.03814], [0.95219, 1.76890, 4.09686], [6.08517, 2.20044, 0.82861], [4.24705, 3.27535, 1.57272], [5.01429, 2.24563, 0.63043], [-3.10761, -1.85903, -3.89153], [-2.55082, -3.12382, -5.67959], [5.18285, 3.39015, -1.21825], [-3.10821, -4.85166, -2.90742], [-4.57331, -4.00643, -5.52447], [4.84152, 2.42804, -0.83623], [-3.90483, 3.27946, 2.06980], [-2.73679, -1.08806, 4.93402], [-2.12048, -3.20755, -4.82555], [1.07160, -1.97533, 0.46002], [4.32830, 3.02043, 2.62936], [-3.60743, 2.66098, 2.73708]], "mulliken_charge": [0.395, 1.752, -0.461, 0.295, 0.280, 0.354, 0.305, -0.593, 0.297, 0.312, 0.390, 0.314, -0.469, 0.215, -0.596, 0.346, 0.320, -1.231, -0.502, 0.301, -1.443, 0.289, 0.659, -0.557, 0.231, -1.130, 0.392, 0.130, 0.325, 0.348, 0.320, 0.405, -1.182, 0.316, 0.314, -0.553, 0.327, 0.360, -0.574], "total_charge": 1, "e_tot_ev": -48668.735, "largest_force_ev_per_a": 6.5, "homo_lumo_gap_ev": 4.84}